[1]
DFT (the ωB97M-V functional and the def2-TZVPD basis) results for a gas-phase ion, C9H21N3P (charge +1) at a distorted geometry.

Cartesian coordinates (Å):
H -3.25620 -2.41074 -1.03496
P -2.70074 -2.56030 0.25978
N -2.97058 -0.98536 0.45632
C -3.79882 -0.29809 -0.55656
C -2.36766 -0.24397 1.49878
C -0.96838 -0.91049 1.86748
C -0.02146 -0.86542 0.71831
N -0.31823 -1.80260 -0.10364
C 0.25872 -2.09624 -1.40262
N 0.85521 0.10994 0.90414
C 1.87419 0.91357 0.13506
C 2.24581 2.09034 0.92162
C 3.07835 0.02583 -0.16264
C 1.11940 1.37236 -1.21883
H -4.04885 0.71127 -0.04161
H -3.20702 -0.14719 -1.52123
H -4.81788 -0.87078 -0.80322
H -3.19951 -0.24372 2.21024
H -2.21641 0.82943 1.38792
H -1.34285 -1.88928 2.14149
H -0.53313 -0.53339 2.88449
H 1.24087 -1.88977 -1.35354
H 0.10265 -3.06077 -1.62861
H -0.15754 -1.41378 -2.24888
H 0.60177 0.66051 1.69883
H 1.26042 2.58614 1.12606
H 2.91535 1.76760 1.88476
H 3.03915 2.69672 0.42167
H 3.84955 0.61473 -0.67769
H 2.68961 -0.83488 -0.75979
H 3.48084 -0.29919 0.82096
H 0.45081 2.12305 -0.80781
H 1.76446 1.50731 -2.10217
H 0.52474 0.45544 -1.64229

Calculated values
SMILES: [H]/P=[N+](\C)CC/C(=N/C)NC(C)(C)C
Total charge: +1
Frontier orbital gap: 8.01 eV
HOMO level: -12.56 eV

natural (NBO) population analysis, charges in e, atoms 1 to 5: H -0.062; P 1.078; N -0.719; C -0.442; C -0.241



[2]
DFT (the ωB97M-V functional and the def2-TZVPD basis) results for a gas-phase ion, C9H21N4 (charge +1) at a distorted geometry.

Cartesian coordinates (Å):
C -3.20085 0.25019 0.02125
C -2.52659 -0.48703 1.20474
C -2.28695 1.21873 -0.66362
C -1.27510 -1.13432 0.51079
C -0.98626 0.45262 -1.24935
C -0.21212 -0.27844 -0.16457
C 0.88896 -1.20889 -0.81196
C 0.35385 0.66868 0.93300
C 2.01547 -1.77168 0.11365
N 0.68607 2.91462 0.39879
N 2.48051 1.40652 0.10543
N 1.26203 1.73903 0.37761
N 3.24904 -1.05689 -0.11878
H -3.67072 -0.51619 -0.56878
H -4.00531 0.85275 0.43778
H -2.15160 0.10781 1.97748
H -2.99929 -1.45306 1.62329
H -2.78354 1.70587 -1.63626
H -2.01428 2.10577 -0.18415
H -0.95603 -1.79822 1.26008
H -1.68650 -1.69447 -0.35699
H -1.41972 -0.38876 -1.93582
H -0.22642 1.15185 -1.79298
H 1.43336 -0.69860 -1.56425
H 0.42412 -2.03759 -1.29973
H 0.99349 0.15609 1.71706
H -0.48644 1.25187 1.45211
H 1.88542 -1.83347 1.10210
H 2.16497 -2.82327 -0.31536
H 1.21405 3.70583 0.02823
H 3.21413 2.14203 -0.06017
H 3.06513 0.06385 0.01759
H 3.70060 -1.20335 -1.04992
H 3.85652 -1.50986 0.49172

Calculated values
Total charge: +1
Frontier orbital gap: 9.79 eV
HOMO level: -13.15 eV

natural (NBO) population analysis, charges in e, atoms 1 to 5: C -0.432; C -0.379; C -0.409; C -0.408; C -0.407



[3]
DFT (the ωB97M-V functional and the def2-TZVPD basis) results for a molecular structure, C9H21N4O3PbS at a distorted geometry.

Cartesian coordinates (Å):
Pb 1.57611 0.95301 0.58945
N 0.39262 -0.03101 2.69886
N -0.64483 -0.86801 2.24918
C -0.65590 -1.29221 0.88428
O -1.50652 -2.07782 0.54626
O 0.17446 -0.69886 0.09637
H 1.08975 -0.58348 3.17837
H 0.04604 0.68593 3.31910
H -1.04738 -1.50902 2.90775
C 3.83439 -1.45470 0.44526
C 3.60674 -1.37626 -1.03289
O 2.86885 -0.21909 -1.36312
C 2.49016 -0.19717 -2.74771
C 1.36131 0.80968 -2.95893
H 4.47025 -2.30023 0.73429
H 2.85576 -1.60687 0.93213
H 4.32391 -0.54177 0.80801
H 3.05322 -2.26784 -1.33203
H 4.56329 -1.36527 -1.54069
H 2.12718 -1.15178 -3.00373
H 3.35287 -0.01835 -3.40912
H 0.64340 0.65836 -2.18403
H 0.86136 0.56040 -3.90162
H 1.68323 1.84407 -3.00612
C -2.50779 0.33051 -1.42248
N -2.56694 0.83602 -0.09105
C -3.65198 0.37566 0.78466
C -3.40024 1.08628 2.09411
N -2.13663 1.80607 1.83348
C -1.71840 1.66967 0.54670
S -0.47963 2.58875 -0.17347
H -3.51491 0.21021 -1.81376
H -2.01423 -0.65625 -1.44615
H -1.95246 1.02661 -2.02258
H -3.62349 -0.71716 0.86552
H -4.62731 0.68929 0.37983
H -3.31164 0.38555 2.91702
H -4.18723 1.80525 2.32176
H -1.82737 2.61182 2.31711

Calculated values
Total charge: +1
Frontier orbital gap: 9.21 eV
HOMO level: -12.36 eV

natural (NBO) population analysis, charges in e, atoms 1 to 5: Pb 1.367; N -0.685; N -0.541; C 0.879; O -0.650



[4]
DFT (the ωB97M-V functional and the def2-TZVPD basis) results for 2 unconnected molecules or ions with the total composition C9H21NOP at a distorted geometry.

Cartesian coordinates (Å):
C -4.98479 -0.09844 0.80755
C -4.89289 0.88390 -0.42354
C -3.75079 -1.02115 0.73991
C -3.48502 1.51564 -0.35045
C 4.54114 -1.29093 -0.29274
C 4.95934 1.17007 0.19824
C 2.71317 0.31346 0.73524
C 3.94786 0.08680 -0.19175
C 1.35087 -0.06931 0.28693
N 1.02359 -0.97875 -0.54516
O -1.73902 -0.85792 -1.19491
P -2.31802 0.11191 0.09999
H -5.10167 0.38680 1.70104
H -5.79880 -0.78499 0.65669
H -4.89698 0.34363 -1.34885
H -5.83537 1.56030 -0.34385
H -3.58464 -1.48692 1.72384
H -4.13441 -1.85348 0.17446
H -3.28068 2.12208 -1.29448
H -3.51896 2.20082 0.56355
H 5.23200 -1.48130 0.47743
H 5.03464 -1.41851 -1.26476
H 3.77371 -2.01679 -0.15880
H 5.98186 0.97251 -0.33341
H 5.06467 1.10566 1.30164
H 4.76200 2.09564 -0.07406
H 2.58635 1.41917 0.77545
H 2.85257 -0.13842 1.73604
H 3.57798 0.35288 -1.29765
H 0.48800 0.62965 0.46784
H -2.47437 -1.01871 -1.76483
H 0.07356 -1.17832 -0.69241
H 1.83308 -1.57700 -0.87418

Calculated values
Total charge: +1
Frontier orbital gap: 8.23 eV
HOMO level: -12.13 eV

natural (NBO) population analysis, charges in e, atoms 1 to 5: C -0.402; C -0.403; C -0.723; C -0.752; C -0.613



[5]
DFT (the ωB97M-V functional and the def2-TZVPD basis) results for 2 unconnected molecules or ions with the total composition C9H21NOSi at a distorted geometry.

Cartesian coordinates (Å):
C 4.01355 2.35134 -1.74168
C 4.31290 1.39356 -0.51692
O 3.24642 0.51632 -0.28340
Si 1.73933 0.65304 0.30845
N 1.14620 -0.95256 0.66340
C 0.37492 -1.21481 1.88861
C 0.68915 -1.79344 -0.40874
H 4.99647 2.96272 -1.93562
H 3.96140 1.77864 -2.68689
H 3.19140 3.01198 -1.40767
H 4.47374 2.07825 0.39485
H 5.08719 0.74308 -0.57976
H 0.71746 1.30315 -0.71689
H 1.73368 1.51768 1.43635
H -0.71024 -1.08172 1.64028
H 0.62661 -2.25616 2.20023
H 0.74378 -0.63719 2.78581
H 1.18668 -1.67288 -1.44358
H 1.07966 -2.86678 -0.17955
H -0.42282 -1.73161 -0.65026
C -2.40158 0.44896 -0.29563
C -2.75555 0.06732 0.94133
C -3.70338 -1.08314 0.90299
C -4.21657 -1.06280 -0.52695
C -3.21671 -0.23767 -1.37276
H -1.67485 1.12578 -0.55512
H -2.32771 0.47989 1.88434
H -4.52330 -0.89333 1.49913
H -2.99946 -1.98342 1.18970
H -5.20130 -0.82348 -0.50786
H -4.08181 -2.10100 -0.97574
H -2.52441 -0.82598 -1.91814
H -3.85567 0.37440 -1.98866

Calculated values
SMILES: CCO[SiH2]N(C)C.C1=CCCC1
Total charge: 0
Frontier orbital gap: 9.49 eV
HOMO level: -8.54 eV

natural (NBO) population analysis, charges in e, atoms 1 to 5: C -0.644; C -0.027; O -0.909; Si 1.638; N -0.874



[6]
DFT (the ωB97M-V functional and the def2-TZVPD basis) results for a single C9H21NSi molecule at a distorted geometry.

Cartesian coordinates (Å):
C -0.99400 -2.88346 -1.13630
C 0.05948 -2.32640 -0.62935
C -3.40877 1.06642 0.43246
C 2.91467 -0.35831 -0.43896
C 1.95788 2.06556 -0.61837
C 1.20160 -0.39681 2.63932
C -2.66966 0.28787 -0.65916
C -1.28913 0.69671 -0.89555
C 1.75958 0.55210 -0.73825
N 0.01473 -0.22529 1.78302
Si 0.15315 -0.18629 0.03241
H -0.93644 -3.85788 -1.73431
H -1.97272 -2.46907 -0.91647
H 1.02426 -2.68762 -0.85221
H -4.20110 0.56650 0.80215
H -2.65794 1.20392 1.26239
H -3.82827 2.02976 0.11542
H 3.17366 -0.27411 0.63142
H 2.55589 -1.37736 -0.62717
H 3.79868 -0.14581 -0.96010
H 1.91976 2.54600 0.47248
H 1.02389 2.37988 -1.11596
H 2.90488 2.35055 -1.06429
H 1.66499 0.53191 3.03636
H 1.09926 -1.09326 3.48899
H 1.91455 -0.93180 1.96541
H -2.68260 -0.83196 -0.41662
H -3.40581 0.36002 -1.47368
H -1.22973 1.85642 -0.85049
H -0.98160 0.41678 -2.00563
H 1.58988 0.52919 -1.78461
H -0.47304 0.60583 2.25565

Calculated values
Multiplicity: 3
Total charge: 0
Frontier orbital gap (alpha / beta): 5.81 / 6.72 eV
HOMO level (alpha / beta): -4.92 / -8.82 eV

natural (NBO) population analysis, charges in e, atoms 1 to 5: C -0.398; C -0.427; C -0.586; C -0.607; C -0.603



Number 1: DFT total energy -23422.731 eV. Number 2: DFT total energy -15624.179 eV. Number 3: DFT total energy -37854.969 eV. Number 4: DFT total energy -22492.420 eV. Number 5: DFT total energy -21087.158 eV. Number 6: DFT total energy -19034.493 eV.